Formula: C40H24BrCl7N6O4Ti
Source: the OMol25 dataset
Level of theory: wB97M-V/def2-TZVPD

Last column: Löwdin charge in e.
Atoms and positions in Å:
Ti (-0.138, -1.388, -0.379)  0.9939
Cl (6.779, -1.189, -0.303)  0.6016
C (5.140, -1.645, 0.094)  -0.6943
C (4.118, -1.209, -0.741)  -0.0579
C (2.792, -1.513, -0.466)  -0.2270
N (1.719, -1.168, -1.270)  -0.0401
C (1.948, -0.438, -2.405)  -0.4954
O (1.671, -0.814, -3.529)  0.0278
C (2.393, 1.024, -2.240)  -0.2291
C (2.652, 1.759, -3.394)  -0.0189
C (2.935, 3.106, -3.257)  -0.0610
C (2.946, 3.660, -1.984)  -0.0743
C (2.691, 2.835, -0.899)  -0.1525
N (2.424, 1.540, -1.016)  0.1498
C (2.490, -2.347, 0.648)  -0.1930
C (3.526, -2.766, 1.470)  -0.0441
C (4.845, -2.411, 1.198)  -0.6931
Cl (6.098, -2.971, 2.281)  0.5934
N (1.142, -2.731, 0.733)  0.0193
C (0.711, -3.430, 1.793)  -0.4597
O (1.272, -3.628, 2.874)  0.0149
C (-0.639, -4.133, 1.593)  -0.1753
C (-1.079, -5.008, 2.579)  -0.0060
C (-2.262, -5.696, 2.361)  -0.0798
C (-2.959, -5.497, 1.179)  -0.0708
C (-2.443, -4.594, 0.257)  -0.1103
N (-1.318, -3.932, 0.469)  0.1178
H (4.390, -0.626, -1.609)  0.1030
H (2.581, 1.272, -4.354)  0.1112
H (3.124, 3.719, -4.130)  0.0995
H (3.140, 4.713, -1.827)  0.1001
H (2.689, 3.236, 0.109)  0.1080
H (3.309, -3.370, 2.335)  0.0900
H (-0.491, -5.122, 3.477)  0.1083
H (-2.635, -6.387, 3.108)  0.0953
H (-3.884, -6.018, 0.970)  0.0920
H (-2.953, -4.383, -0.678)  0.1088
O (0.250, 1.612, 3.995)  0.0458
C (-0.862, 0.870, 4.246)  -0.2764
C (-1.499, 1.056, 5.467)  -0.0322
C (-2.643, 0.327, 5.762)  -0.1162
C (-3.154, -0.584, 4.851)  -0.1073
C (-2.505, -0.775, 3.637)  -0.0167
C (-1.363, -0.060, 3.324)  -0.0940
C (-0.600, -0.325, 2.046)  -0.4331
O (-1.213, -1.211, 1.201)  -0.2993
N (-0.356, 0.980, 1.370)  -0.0204
N (-0.396, 0.845, -0.070)  -0.0716
C (-0.697, 2.014, -0.609)  -0.2532
C (-0.846, 2.389, -1.946)  -0.6449
Br (-0.956, 1.015, -3.256)  0.8450
C (-0.943, 3.694, -2.430)  -0.1600
C (-0.532, 4.912, -1.805)  -0.2342
C (-0.992, 6.139, -2.348)  -0.0707
C (-0.633, 7.360, -1.822)  -0.1325
C (0.221, 7.442, -0.722)  -0.1405
C (0.715, 6.256, -0.192)  -0.1158
C (0.358, 5.023, -0.711)  -0.0738
H (0.495, 1.521, 3.052)  0.0796
H (-1.089, 1.772, 6.165)  0.1058
H (-3.138, 0.476, 6.714)  0.0888
H (-4.046, -1.150, 5.084)  0.0880
H (-2.858, -1.489, 2.903)  0.1148
H (0.391, -0.717, 2.357)  0.1492
H (-1.109, 1.620, 1.629)  0.1125
H (-0.850, 2.845, 0.078)  0.1170
H (-1.363, 3.805, -3.423)  0.0717
H (-1.657, 6.099, -3.204)  0.0974
H (-1.024, 8.266, -2.274)  0.0859
H (0.500, 8.399, -0.301)  0.0776
H (1.407, 6.283, 0.643)  0.0945
H (0.822, 4.137, -0.302)  0.0651
Cl (-3.409, -0.632, -1.121)  0.6634
C (-2.699, -1.879, -2.131)  -0.7149
C (-1.374, -2.254, -1.934)  -0.2865
C (-0.953, -3.319, -2.729)  -0.6770
Cl (0.625, -4.035, -2.475)  0.6850
C (-1.749, -3.916, -3.705)  -0.7034
Cl (-1.160, -5.221, -4.691)  0.6229
C (-3.053, -3.471, -3.893)  -0.7179
Cl (-4.066, -4.193, -5.105)  0.6186
C (-3.539, -2.454, -3.086)  -0.7125
Cl (-5.181, -1.923, -3.290)  0.6238

Computed properties:
<S²>: 2.0379
Total charge: -2
Multiplicity: 3
Relative energy (zero: lowest compared OMol25 entry of this formula, charge and spin) (kcal per mole): 42.4
LUMO energy (spin up / spin down) (eV): 3.878 / 3.878

=====

Formula: C36H33BF4N7P2S4SbSe2W
Source: the OMol25 dataset
Level of theory: wB97M-V/def2-TZVPD

Last column: Löwdin charge in e.
Atoms and positions in Å:
W (-2.424, -1.151, -0.807)  0.6530
C (-7.765, 0.557, -0.422)  -0.0848
C (-7.764, -0.952, -0.621)  -0.2808
N (-6.933, -1.392, -1.733)  -0.0145
C (-5.576, -1.427, -1.690)  -0.7546
S (-4.796, -1.485, -0.126)  0.4775
N (-4.939, -1.452, -2.810)  0.0171
N (-3.563, -1.505, -2.680)  -0.1401
C (-2.936, -1.700, -3.790)  -0.2493
C (-3.609, -1.978, -5.085)  0.0023
C (-1.479, -1.578, -3.740)  -0.2322
C (-0.693, -1.767, -4.859)  0.0089
C (0.675, -1.568, -4.765)  -0.0176
C (1.205, -1.186, -3.554)  -0.0148
C (0.357, -1.012, -2.476)  -0.0937
N (-0.961, -1.211, -2.551)  -0.0232
H (-8.408, 0.830, 0.416)  0.0738
H (-8.129, 1.067, -1.316)  0.0757
H (-6.757, 0.918, -0.214)  0.0370
H (-8.774, -1.316, -0.817)  0.1102
H (-7.419, -1.455, 0.282)  0.0835
H (-7.295, -1.244, -2.663)  0.1370
H (-4.659, -2.188, -4.937)  0.0692
H (-3.123, -2.825, -5.573)  0.0891
H (-3.484, -1.097, -5.720)  0.0948
H (-1.155, -2.008, -5.801)  0.1178
H (1.304, -1.683, -5.637)  0.1198
H (2.258, -0.985, -3.412)  0.0877
H (0.775, -0.725, -1.526)  0.0758
S (-1.902, 2.650, 2.208)  -0.2440
Sb (-3.629, 1.262, 1.808)  0.3321
S (-2.696, -1.034, 1.696)  -0.1309
S (-3.689, 0.991, -0.781)  0.1133
Se (4.077, 0.157, -0.969)  0.3224
P (2.915, 1.312, 0.358)  0.5624
C (2.977, 3.082, -0.042)  -0.3372
C (2.761, 3.472, -1.363)  -0.1030
C (2.814, 4.810, -1.707)  -0.0707
C (3.096, 5.769, -0.741)  -0.0899
C (3.323, 5.384, 0.570)  -0.0878
C (3.262, 4.042, 0.922)  -0.0721
C (3.434, 1.210, 2.087)  -0.3692
C (4.744, 0.848, 2.390)  -0.1198
C (5.154, 0.787, 3.711)  -0.0851
C (4.256, 1.079, 4.732)  -0.0781
C (2.953, 1.448, 4.430)  -0.0672
C (2.542, 1.522, 3.105)  -0.0852
C (1.162, 0.906, 0.277)  -0.4089
C (0.366, -0.187, 0.612)  -0.4393
N (-0.779, 0.027, -0.113)  -0.3371
N (-0.684, 1.170, -0.796)  -0.0558
N (0.465, 1.705, -0.576)  0.0452
P (0.504, -1.736, 1.583)  1.0296
Se (-1.873, -3.279, -0.362)  0.3001
C (2.229, -2.265, 1.265)  -0.3794
C (3.325, -2.036, 2.091)  -0.1150
C (4.570, -2.552, 1.766)  -0.0939
C (4.740, -3.298, 0.609)  -0.1036
C (3.653, -3.538, -0.220)  -0.1056
C (2.407, -3.037, 0.116)  -0.1326
C (0.500, -1.209, 3.326)  -0.3893
C (-0.154, -0.048, 3.724)  -0.1751
C (-0.309, 0.249, 5.070)  -0.0897
C (0.197, -0.606, 6.037)  -0.1020
C (0.846, -1.772, 5.649)  -0.0937
C (0.983, -2.080, 4.304)  -0.1101
H (2.541, 2.726, -2.115)  0.0923
H (2.624, 5.106, -2.730)  0.1056
H (3.135, 6.816, -1.013)  0.0982
H (3.544, 6.126, 1.327)  0.0983
H (3.435, 3.754, 1.950)  0.0959
H (5.416, 0.589, 1.581)  0.0722
H (6.171, 0.500, 3.948)  0.1011
H (4.571, 1.015, 5.766)  0.1002
H (2.248, 1.662, 5.222)  0.1023
H (1.525, 1.815, 2.869)  0.1043
H (3.212, -1.445, 2.991)  0.0926
H (5.415, -2.352, 2.413)  0.1027
H (5.717, -3.688, 0.352)  0.0993
H (3.775, -4.118, -1.126)  0.1013
H (1.554, -3.245, -0.523)  0.0832
H (-0.555, 0.635, 2.985)  -0.0236
H (-0.828, 1.158, 5.349)  0.1047
H (0.081, -0.373, 7.089)  0.0956
H (1.236, -2.452, 6.397)  0.0961
H (1.469, -3.005, 4.016)  0.1043
F (-2.183, 0.553, -6.010)  0.0611
B (-1.749, 1.441, -4.976)  -1.2388
F (-2.409, 1.080, -3.775)  0.0670
F (-2.052, 2.749, -5.329)  0.1193
F (-0.364, 1.265, -4.804)  0.1062

Computed properties:
<S²>: 0.7629
Total charge: -1
Multiplicity: 2
Relative energy (zero: lowest compared OMol25 entry of this formula, charge and spin) (kcal per mole): 48.9
LUMO energy (spin up / spin down) (eV): 0.351 / 0.158

=====

Formula: CH8O2
Source: the OMol25 dataset
Level of theory: wB97M-V/def2-TZVPD

Last column: Löwdin charge in e.
Atoms and positions in Å:
C (1.420, 0.456, -1.491)  -0.0620
H (2.024, -0.175, -0.794)  0.0338
H (0.995, -0.269, -2.168)  0.0093
H (2.068, 1.256, -1.890)  0.0130
H (0.734, 1.262, -1.138)  0.0221
H (-2.217, 0.796, 0.402)  0.0271
H (-2.853, -0.421, 1.022)  0.0267
O (-2.079, -0.103, 0.610)  -0.0099
H (-0.030, -0.509, 1.136)  0.0020
H (-0.385, -1.121, 2.526)  0.0725
O (0.323, -1.171, 1.783)  -0.1345

Computed properties:
Relative energy (zero: lowest compared OMol25 entry of this formula, charge and spin) (kcal per mole): 16.7
LUMO energy (eV): 0.548

=====

Formula: C37H64AsClFNO25PSi
Source: the OMol25 dataset
Level of theory: wB97M-V/def2-TZVPD

Last column: Löwdin charge in e.
Atoms and positions in Å:
C (7.059, 3.582, -2.200)  -0.0878
N (7.335, 2.167, -2.002)  -0.1912
C (7.527, 1.784, -0.601)  -0.0854
C (6.471, 1.286, -2.752)  -0.5112
O (7.004, 0.373, -3.359)  0.0597
C (4.996, 1.515, -2.829)  -0.2162
As (3.809, 0.795, -1.262)  0.6904
O (4.826, -0.794, -1.399)  -0.4184
C (2.481, 0.048, -2.719)  -0.2642
C (2.808, -1.295, -3.210)  -0.5778
O (2.469, -2.340, -2.742)  0.0876
F (3.548, -1.298, -4.352)  0.0556
P (2.521, -0.522, 0.325)  0.4642
O (1.007, 0.152, 0.174)  -0.4547
Cl (3.272, 0.118, 2.220)  0.0609
Si (2.581, 2.823, -0.936)  0.4359
C (1.032, 2.939, -2.030)  -0.2272
C (3.569, 4.407, -1.261)  -0.2148
C (1.944, 3.037, 0.828)  -0.2216
H (7.169, 3.795, -3.266)  0.0824
H (6.079, 3.938, -1.880)  0.0448
H (7.839, 4.139, -1.678)  0.0913
H (8.595, 1.679, -0.380)  0.0736
H (7.092, 2.517, 0.081)  0.0760
H (7.080, 0.809, -0.413)  0.0666
H (4.706, 0.918, -3.694)  0.0606
H (4.757, 2.555, -3.063)  0.0481
H (4.815, 1.273, -0.141)  -0.0376
H (5.244, -0.926, -0.539)  -0.0079
H (1.473, -0.032, -2.316)  0.0563
H (2.463, 0.760, -3.545)  0.0611
H (0.420, -0.471, 0.627)  -0.0138
H (0.624, 3.953, -1.954)  0.0256
H (1.236, 2.724, -3.079)  0.0133
H (0.278, 2.265, -1.617)  0.0144
H (2.912, 5.215, -0.937)  -0.0044
H (3.761, 4.565, -2.324)  0.0231
H (4.470, 4.475, -0.654)  0.0227
H (2.679, 2.755, 1.579)  -0.0103
H (0.987, 2.544, 0.986)  0.0161
H (1.777, 4.115, 0.943)  -0.0003
C (-3.717, -2.908, 3.971)  -0.0149
C (-2.759, -1.987, 3.268)  -0.3129
C (-2.714, -2.170, 1.770)  -0.0943
O (-1.385, -1.731, 1.460)  0.0508
C (-0.611, -1.926, 2.559)  -0.5518
O (0.570, -1.829, 2.553)  0.1285
O (-1.384, -2.249, 3.627)  0.0909
H (-3.527, -3.949, 3.701)  0.0950
H (-3.621, -2.833, 5.054)  0.0926
H (-4.735, -2.649, 3.691)  0.0709
H (-2.972, -0.945, 3.525)  0.1620
H (-3.444, -1.575, 1.243)  0.1134
H (-2.807, -3.220, 1.478)  0.1433
C (-3.709, -2.411, -3.793)  -0.0100
C (-4.054, -3.097, -2.500)  -0.3040
C (-5.363, -3.855, -2.498)  -0.0777
O (-5.748, -3.791, -1.110)  0.0614
C (-5.189, -2.675, -0.594)  -0.5702
O (-5.440, -2.230, 0.487)  0.1291
O (-4.305, -2.137, -1.445)  0.1017
H (-4.535, -1.778, -4.118)  0.0645
H (-2.838, -1.771, -3.666)  0.0937
H (-3.494, -3.146, -4.568)  0.0967
H (-3.233, -3.738, -2.168)  0.1621
H (-5.269, -4.890, -2.817)  0.1382
H (-6.131, -3.354, -3.090)  0.1412
C (-9.324, -5.029, 2.019)  -0.0198
C (-8.815, -4.055, 3.048)  -0.3231
C (-7.713, -3.131, 2.580)  -0.0843
O (-7.017, -2.856, 3.810)  0.0479
C (-7.209, -3.908, 4.632)  -0.5620
O (-6.624, -4.084, 5.654)  0.1503
O (-8.154, -4.737, 4.135)  0.0866
H (-8.500, -5.592, 1.579)  0.0913
H (-10.007, -5.745, 2.476)  0.0866
H (-9.853, -4.499, 1.227)  0.0918
H (-9.643, -3.484, 3.477)  0.1576
H (-8.075, -2.207, 2.138)  0.1432
H (-7.017, -3.611, 1.891)  0.1237
C (-2.069, 2.467, -3.908)  -0.0244
C (-3.202, 2.062, -4.812)  -0.3173
C (-4.339, 3.052, -4.920)  -0.0885
O (-5.453, 2.202, -5.240)  0.0648
C (-5.186, 0.978, -4.734)  -0.5693
O (-5.976, 0.089, -4.670)  0.1456
O (-3.908, 0.904, -4.306)  0.0769
H (-2.425, 2.733, -2.913)  0.0945
H (-1.360, 1.649, -3.789)  0.0866
H (-1.540, 3.320, -4.333)  0.0958
H (-2.818, 1.804, -5.804)  0.1598
H (-4.199, 3.794, -5.701)  0.1381
H (-4.544, 3.552, -3.971)  0.1394
C (-0.039, 7.941, 4.363)  -0.0270
C (0.640, 6.902, 3.510)  -0.3318
C (2.066, 6.573, 3.893)  -0.0923
O (2.622, 6.157, 2.644)  0.0638
C (1.926, 6.763, 1.655)  -0.5621
O (2.238, 6.754, 0.511)  0.1581
O (0.823, 7.375, 2.161)  0.0812
H (0.566, 8.847, 4.426)  0.0881
H (-1.001, 8.218, 3.933)  0.0857
H (-0.205, 7.555, 5.369)  0.0891
H (0.036, 5.992, 3.460)  0.1602
H (2.150, 5.775, 4.627)  0.1405
H (2.614, 7.452, 4.243)  0.1370
C (10.872, 0.898, -5.923)  -0.0226
C (10.842, 2.100, -5.016)  -0.3235
C (9.471, 2.668, -4.743)  -0.0856
O (9.778, 4.053, -4.482)  0.0576
C (10.915, 4.357, -5.141)  -0.5765
O (11.349, 5.456, -5.279)  0.1480
O (11.499, 3.234, -5.625)  0.0754
H (10.341, 1.104, -6.853)  0.0881
H (11.899, 0.638, -6.180)  0.0828
H (10.405, 0.047, -5.430)  0.0950
H (11.362, 1.883, -4.079)  0.1592
H (8.970, 2.215, -3.887)  0.1146
H (8.816, 2.620, -5.615)  0.1434
C (-5.890, -6.520, 7.897)  -0.0168
C (-4.827, -7.472, 7.424)  -0.3235
C (-5.204, -8.325, 6.233)  -0.0931
O (-4.392, -9.492, 6.426)  0.0590
C (-4.150, -9.609, 7.756)  -0.5699
O (-3.661, -10.561, 8.270)  0.1614
O (-4.553, -8.494, 8.408)  0.0813
H (-6.829, -7.048, 8.076)  0.0914
H (-5.595, -6.052, 8.836)  0.0898
H (-6.060, -5.742, 7.153)  0.0615
H (-3.891, -6.939, 7.235)  0.1604
H (-4.978, -7.861, 5.276)  0.1374
H (-6.253, -8.626, 6.257)  0.1373

Computed properties:
Total charge: -1
Relative energy (zero: lowest compared OMol25 entry of this formula, charge and spin) (kcal per mole): 0.0
LUMO energy (eV): 1.416

=====

Formula: CH3NO3P
Source: the OMol25 dataset
Level of theory: wB97M-V/def2-TZVPD

Last column: Löwdin charge in e.
Atoms and positions in Å:
C (0.018, 0.126, -0.149)  -0.2193
N (-2.303, 1.280, 0.819)  -0.1496
O (-1.946, 0.836, -1.931)  -0.3939
O (-3.416, 1.688, 0.562)  -0.1225
O (-0.615, 2.679, -0.679)  -0.4583
P (-1.292, 1.258, -0.675)  0.2611
H (0.843, 0.289, -0.751)  -0.0052
H (0.106, 0.192, 0.994)  0.0508
H (-0.214, -0.970, -0.217)  0.0370

Computed properties:
Total charge: -1
Relative energy (zero: lowest compared OMol25 entry of this formula, charge and spin) (kcal per mole): 63.7
LUMO energy (spin up / spin down) (eV): 3.947 / 3.963

=====

- relative energy (zero: lowest compared OMol25 entry of this formula, charge and spin) of number 3 (CH8O2)?
  16.7 kcal per mole

=====

- relative energy (zero: lowest compared OMol25 entry of this formula, charge and spin) of number 1 (C40H24BrCl7N6O4Ti)?
  42.4 kcal per mole

=====

- The lowest relative energy (zero: lowest compared OMol25 entry of this formula, charge and spin) belongs to which entry?
  C37H64AsClFNO25PSi

=====

- Which of these has the highest relative energy (zero: lowest compared OMol25 entry of this formula, charge and spin)?
  CH3NO3P